Computed, not measured: the molecule C19H23Cl2N3O4, with ωB97M-V/def2-TZVPD.

The geometry in ORCA input format:
```
! wB97M-V def2-TZVPD RIJCOSX def2/J DEFGRID3
* xyz 0 1
C -3.621 0.682 2.506
H -4.660 0.405 2.664
H -3.169 0.887 3.473
H -3.101 -0.151 2.044
C -3.542 1.907 1.601
C -4.183 1.599 0.250
H -4.025 2.415 -0.453
H -5.254 1.456 0.371
H -3.768 0.683 -0.163
C -2.105 2.430 1.452
H -2.139 3.408 0.964
C -1.164 1.541 0.624
N -0.909 0.274 1.276
H -0.379 0.451 2.125
C -0.201 -0.674 0.441
H 0.630 -0.217 -0.123
C 0.357 -1.820 1.310
C 1.110 -2.828 0.520
C 0.755 -4.088 0.120
N 1.757 -4.661 -0.593
C 2.708 -3.774 -0.633
N 2.382 -2.635 0.031
C 3.193 -1.455 0.123
C 2.906 -0.445 -0.968
C 2.394 -0.849 -2.193
C 2.109 0.099 -3.163
C 2.341 1.447 -2.942
C 2.876 1.827 -1.722
C 3.163 0.901 -0.734
H 3.550 1.230 0.217
Cl 3.173 3.505 -1.423
H 2.108 2.180 -3.697
Cl 1.443 -0.405 -4.668
H 2.188 -1.890 -2.387
H 3.043 -0.981 1.097
H 4.244 -1.761 0.053
H 3.655 -3.911 -1.117
H -0.159 -4.614 0.311
H 1.002 -1.376 2.075
H -0.479 -2.310 1.811
C -1.159 -1.269 -0.578
O -2.347 -1.369 -0.457
O -0.500 -1.697 -1.662
H -1.108 -2.128 -2.285
C 0.140 2.307 0.425
O 1.143 2.090 1.061
O 0.067 3.240 -0.518
H 0.923 3.699 -0.622
H -1.609 1.359 -0.357
H -1.670 2.562 2.446
H -4.108 2.722 2.072
*
```

Its LUMO energy is 0.488 eV. The value obtained for the energy is -2123.50190 Eh. As for the energy above the lowest of the compared OMol25 structures with the same formula, charge and spin: 0.00 kcal per mole. The highest occupied orbital energy comes out at -8.78 eV. As for the frontier orbital gap: 9.269 eV. As for the SMILES: CC(C)C[C@H](N[C@@H](Cc1cncn1Cc1cc(Cl)cc(Cl)c1)C(=O)O)C(=O)O. For the largest force on an atom, the calculation gives 0.63 eV/A.

=====

Computed, not measured: the molecule C19H23ClN2O5 in a non-equilibrium geometry, with ωB97M-V/def2-TZVPD.

The geometry in ORCA input format:
```
! wB97M-V def2-TZVPD RIJCOSX def2/J DEFGRID3
* xyz 0 1
C -5.726 1.323 2.958
H -5.609 1.082 4.013
O -5.081 0.285 2.260
C -5.061 0.333 0.906
C -5.639 1.330 0.138
C -5.551 1.273 -1.248
C -4.895 0.240 -1.880
C -4.314 -0.762 -1.114
C -4.389 -0.734 0.266
O -3.865 -1.674 1.112
C -3.153 -2.751 0.571
C -1.849 -2.342 -0.036
C -1.154 -1.169 -0.021
C 0.018 -1.456 -0.774
N -0.011 -2.699 -1.191
O -1.160 -3.255 -0.743
C 1.046 -0.415 -1.051
O 0.750 0.753 -0.847
N 2.268 -0.768 -1.498
C 2.721 -2.101 -1.811
H 2.923 -2.181 -2.882
H 3.642 -2.316 -1.265
H 1.958 -2.827 -1.547
C 3.207 0.309 -1.749
H 2.711 1.091 -2.331
H 4.049 -0.080 -2.322
C 3.743 0.962 -0.466
C 4.353 -0.047 0.512
C 4.921 0.701 1.717
C 5.908 1.760 1.231
C 5.222 2.651 0.194
O 4.717 1.901 -0.886
H 5.929 3.359 -0.245
H 4.405 3.212 0.673
H 6.263 2.372 2.062
H 6.767 1.273 0.767
H 5.413 0.005 2.399
H 4.104 1.186 2.259
H 3.589 -0.757 0.831
H 5.157 -0.588 0.009
H 2.916 1.490 0.035
H -1.409 -0.238 0.436
H -3.747 -3.305 -0.171
H -2.963 -3.420 1.419
H -3.799 -1.560 -1.623
H -4.828 0.208 -2.955
Cl -6.285 2.530 -2.179
H -6.158 2.155 0.595
H -5.263 2.293 2.755
H -6.792 1.370 2.714
*
```

Its LUMO energy is 0.724 eV. The value obtained for the energy is -1683.65166 Eh. As for the energy above the lowest of the compared OMol25 structures with the same formula, charge and spin: 60.33 kcal per mole. The highest occupied orbital energy comes out at -8.34 eV. As for the frontier orbital gap: 9.063 eV. As for the SMILES: COc1cc(Cl)ccc1OCc1cc(C(=O)N(C)C[C@H]2CCCCO2)no1. For the largest force on an atom, the calculation gives 1.16 eV/A.

=====

Computed, not measured: a structure of composition C19H23F2N2Si in a non-equilibrium geometry, with ωB97M-V/def2-TZVPD.

The geometry in ORCA input format:
```
! wB97M-V def2-TZVPD RIJCOSX def2/J DEFGRID3
* xyz 1 1
C 4.821 1.441 1.661
C 3.418 0.945 1.589
C 2.374 1.862 1.412
F 2.713 3.211 1.375
C 1.069 1.496 1.089
C 0.757 0.112 1.040
C -0.507 -0.465 0.585
C -1.755 0.097 1.095
C -2.012 1.453 1.481
C -3.335 1.847 1.661
F -3.625 3.205 1.696
C -4.409 0.959 1.643
C -5.795 1.494 1.661
C -4.126 -0.413 1.480
C -2.827 -0.828 1.201
C 1.795 -0.821 1.304
C 3.100 -0.423 1.547
H 5.507 0.590 1.681
H 5.087 2.065 0.788
H 4.966 2.048 2.568
H 0.348 2.275 0.804
H -0.503 -1.558 0.555
H -1.231 2.190 1.599
H -6.501 0.662 1.640
H -5.966 2.102 2.562
H -6.003 2.127 0.780
H -4.958 -1.125 1.548
H -2.621 -1.885 1.116
H 1.558 -1.876 1.361
H 3.911 -1.154 1.696
C 2.463 0.008 -2.261
Si 1.076 -1.252 -2.401
C 0.609 -1.542 -4.238
C 1.497 -2.911 -1.650
C -0.418 -0.547 -1.329
N -1.629 -1.071 -1.695
N -2.716 -1.319 -2.023
H 3.471 -0.316 -2.571
H 2.211 0.869 -2.891
H 2.559 0.376 -1.236
H 1.318 -2.049 -4.939
H -0.329 -2.122 -4.278
H 0.380 -0.569 -4.694
H 2.382 -3.367 -2.123
H 1.694 -2.853 -0.569
H 0.659 -3.606 -1.808
H -0.476 0.635 -1.512
*
```

Its LUMO energy is -4.841 eV. The value obtained for the energy is -1336.23947 Eh. The highest occupied orbital energy comes out at -12.15 eV. As for the frontier orbital gap: 7.309 eV. For the largest force on an atom, the calculation gives 7.21 eV/A.